# 1
This record from the OMol25 dataset describes a 2-piece molecular cluster, C19H28Cl2N3O8P3S overall. The level of theory is ωB97M-V/def2-TZVPD.

For the energy, the calculation gives -104736.217 eV. The HOMO energy is -7.5 eV. The calculation puts the maximum force at 5.183 eV/Å.

The geometry in XYZ format:
```
64
Properties=species:S:1:pos:R:3:forces:R:3
C -2.394 2.220 5.533 -0.145 0.128 0.264
C -2.372 2.822 4.027 0.533 0.364 0.487
C -1.439 1.939 3.016 0.177 1.201 0.934
C -2.324 1.189 1.910 0.190 0.335 -0.295
C -1.464 0.332 0.853 1.103 -0.955 -1.356
C -0.652 1.191 -0.209 0.555 -4.999 -1.249
P -0.775 3.075 -0.200 -0.268 0.766 1.405
C -2.085 3.655 -1.436 -0.910 -1.091 -0.681
C 0.895 3.922 -0.448 0.889 0.087 -0.993
C 0.184 0.369 -1.228 -1.495 -0.661 1.799
C 1.042 1.185 -2.324 1.624 0.201 0.111
C 2.503 1.494 -1.938 -0.687 1.677 -3.765
C 3.349 2.288 -3.001 -4.132 -0.895 -1.195
C 2.631 2.645 -4.347 -1.867 -2.177 3.585
C 1.151 2.212 -4.479 1.658 0.342 1.091
N 0.349 1.529 -3.520 4.585 0.983 0.808
C 0.174 -1.210 -1.171 -1.846 2.820 1.113
P 1.232 -2.055 -2.487 3.588 -1.320 -1.081
O 0.997 -1.398 -4.072 -1.754 -1.577 3.038
O 0.990 -3.727 -2.648 -1.115 2.850 -0.790
S 3.083 -1.817 -1.891 -1.954 0.071 -0.136
N -0.581 -1.922 -0.139 0.117 4.496 -0.457
N -0.482 -3.277 -0.159 -1.707 -2.062 -0.004
C 0.448 -3.918 0.772 2.953 -0.753 1.164
C -1.582 -4.035 -0.689 -0.711 -3.993 -1.858
C -3.091 -3.489 -0.943 1.421 0.447 -0.733
O -1.393 -5.242 -1.042 -0.366 4.606 1.870
C -1.401 -1.243 0.869 2.702 3.575 -1.584
P -2.456 -2.063 2.200 -1.008 -0.702 0.862
O -2.228 -3.740 2.314 0.535 1.888 0.237
Cl -1.659 -1.317 4.048 0.001 -0.836 -1.273
H -3.453 2.175 5.976 1.554 -0.050 -0.782
H -1.785 2.867 6.273 -0.879 -0.977 -1.372
H -1.929 1.175 5.554 -0.801 1.408 0.006
H -3.427 2.989 3.609 1.478 -0.444 0.598
H -1.904 3.875 4.130 -0.780 -1.681 -0.428
H -0.824 1.255 3.689 -0.899 0.585 -1.234
H -0.692 2.701 2.574 -1.310 -1.570 0.221
H -2.869 2.022 1.319 0.937 -1.415 0.816
H -3.144 0.595 2.434 1.209 0.510 -0.784
H -1.689 4.282 -2.302 -0.499 -0.796 1.265
H -2.921 4.175 -0.836 1.573 -0.531 -1.003
H -2.584 2.707 -1.877 0.868 1.540 0.514
H 1.267 3.907 -1.537 -0.380 -0.105 1.727
H 1.661 3.428 0.257 -1.212 0.667 -1.188
H 0.827 5.027 -0.145 -0.327 -1.706 -0.248
H 2.997 1.215 -0.940 -1.100 0.251 -1.764
H 4.426 2.612 -2.838 -1.651 -0.676 -0.056
H 3.125 3.202 -5.207 -0.683 -0.906 1.445
H 0.627 2.507 -5.463 0.778 -0.649 1.839
H 0.027 -1.479 -4.271 0.961 0.365 -0.166
H 0.705 -3.894 -3.577 0.204 -0.123 0.755
H 0.266 -3.728 1.891 -0.210 0.052 -1.753
H 1.523 -3.538 0.565 -1.700 -0.536 0.214
H 0.512 -5.062 0.656 -0.571 1.983 -0.311
H -3.158 -2.350 -0.891 -0.162 -1.539 0.225
H -3.314 -3.776 -2.041 0.249 0.278 1.948
H -3.789 -4.037 -0.225 1.044 0.887 -1.009
H -1.942 -4.017 3.213 -0.052 0.266 -0.707
O 6.017 -1.210 -0.098 -0.188 0.049 -0.055
Cl 6.164 -2.491 0.568 0.471 -0.258 0.127
O 7.023 -2.340 1.722 -0.238 0.039 -0.200
O 6.746 -3.447 -0.349 -0.194 0.188 0.094
O 4.860 -2.963 0.994 -0.156 0.073 -0.047
```
Positions in Å, forces in eV/Å.



# 2
This record from the OMol25 dataset describes the molecule C19H28FN3O2. The level of theory is ωB97M-V/def2-TZVPD.

Its SMILES is O=C(CCN1CCOCC1)N[C@H]1CCCN(Cc2ccccc2F)C1. For the energy, the calculation gives -31440.612 eV. The value obtained for the energy above the lowest of the compared OMol25 structures with the same formula, charge and spin is 4.93 kJ/mol. The HOMO energy is -8.8 eV. The calculation puts the maximum force at 0.600 eV/Å.

The geometry in XYZ format:
```
53
Properties=species:S:1:pos:R:3:forces:R:3
O -1.483 -3.359 -0.029 -0.076 -0.448 -0.186
C -1.445 -2.183 0.265 -0.353 0.303 0.379
N -0.339 -1.424 0.130 0.391 0.301 -0.004
H -0.345 -0.446 0.375 -0.104 -0.025 0.089
C 0.900 -1.910 -0.435 0.182 -0.280 -0.106
C 2.062 -1.265 0.323 -0.179 -0.227 -0.040
N 2.000 0.172 0.134 -0.076 0.011 0.060
C 2.828 0.931 1.059 -0.041 0.143 0.009
C 4.314 0.714 0.889 -0.025 0.199 -0.148
C 5.074 1.536 0.065 0.106 -0.173 0.155
C 6.421 1.326 -0.161 -0.123 0.125 -0.071
C 7.043 0.253 0.451 -0.049 0.008 0.012
C 6.317 -0.580 1.285 0.063 -0.142 0.076
C 4.970 -0.349 1.500 0.095 0.115 -0.063
H 4.414 -0.997 2.162 -0.084 -0.066 0.071
H 6.802 -1.413 1.772 0.047 -0.070 0.043
H 8.094 0.074 0.281 0.093 -0.008 -0.016
H 6.960 2.000 -0.808 0.038 0.079 -0.068
F 4.485 2.599 -0.533 0.019 -0.092 0.041
H 2.593 1.988 0.912 0.021 -0.094 0.119
H 2.532 0.647 2.073 0.048 0.069 -0.039
C 2.215 0.515 -1.261 -0.274 0.166 -0.244
C 1.086 -0.059 -2.112 0.295 -0.137 -0.031
C 1.001 -1.571 -1.927 -0.135 0.083 0.149
H 0.133 -1.975 -2.449 0.024 -0.083 -0.016
H 1.896 -2.045 -2.334 0.045 -0.048 -0.055
H 0.143 0.403 -1.815 -0.040 0.077 -0.035
H 1.263 0.183 -3.161 -0.054 0.041 -0.021
H 2.229 1.603 -1.352 0.085 -0.040 0.004
H 3.181 0.127 -1.631 0.012 0.059 0.033
H 1.963 -1.483 1.389 0.038 -0.036 -0.014
H 3.012 -1.696 -0.036 -0.035 0.028 0.036
H 0.905 -2.997 -0.301 0.053 0.180 0.014
C -2.644 -1.417 0.804 -0.058 -0.168 -0.291
C -3.282 -0.599 -0.324 0.046 0.063 0.175
N -4.174 0.423 0.195 -0.012 0.008 -0.104
C -4.505 1.420 -0.810 -0.187 0.240 0.156
C -5.354 2.516 -0.166 0.291 0.025 -0.292
O -6.539 1.993 0.384 -0.159 -0.008 -0.071
C -6.238 1.006 1.341 0.049 -0.359 0.124
C -5.406 -0.126 0.739 -0.138 0.272 0.166
H -5.165 -0.846 1.521 -0.064 -0.041 0.010
H -5.996 -0.635 -0.045 0.031 -0.023 0.045
H -7.195 0.629 1.705 0.090 -0.008 0.035
H -5.679 1.455 2.176 -0.061 -0.061 -0.034
H -5.660 3.254 -0.910 0.081 -0.013 0.046
H -4.764 3.010 0.621 -0.029 -0.008 -0.085
H -3.582 1.858 -1.195 -0.021 -0.004 -0.033
H -5.065 0.976 -1.652 0.044 0.033 0.004
H -3.794 -1.278 -1.026 0.048 0.050 -0.017
H -2.492 -0.083 -0.878 -0.049 -0.044 -0.023
H -2.335 -0.738 1.601 -0.009 0.039 0.018
H -3.354 -2.141 1.202 0.101 -0.010 0.039
```
Positions in Å, forces in eV/Å.



# 3
This record from the OMol25 dataset describes C19H28N10Ni as an isolated structure. The level of theory is ωB97M-V/def2-TZVPD.

As for the expectation value of S²: 2.005. For the energy, the calculation gives -76090.094 eV. The HOMO energy (alpha / beta) is -14.3 / -14.4 eV. The calculation puts the maximum force at 0.677 eV/Å. Its spin multiplicity is 3. The charge is +2.

The geometry in XYZ format:
```
58
Properties=species:S:1:pos:R:3:forces:R:3
Ni -0.453 -0.045 -0.218 -0.121 -0.051 0.073
N 0.903 -1.400 2.872 -0.090 -0.127 0.128
C 1.721 -2.553 2.344 -0.017 -0.004 -0.012
C 3.049 -1.995 1.855 0.034 -0.041 -0.066
C 2.947 -1.333 0.481 0.050 0.004 -0.028
N 2.055 -0.142 0.511 -0.057 0.133 -0.052
C 2.445 -2.346 -0.544 -0.007 0.014 0.100
C 1.080 -2.937 -0.202 -0.008 -0.010 0.042
N -0.026 -2.036 -0.661 0.051 -0.036 -0.115
C 0.997 -3.373 1.272 -0.091 0.044 -0.021
H 1.267 -1.077 3.768 -0.029 -0.038 0.022
H -0.103 -1.604 2.957 0.196 0.048 -0.015
H 0.939 -0.633 2.197 -0.090 0.098 -0.104
H 1.872 -3.198 3.209 0.042 -0.030 -0.035
H 3.752 -2.825 1.766 0.015 0.014 0.051
H 3.479 -1.316 2.597 -0.002 0.030 -0.012
H 3.955 -1.026 0.191 -0.011 -0.019 -0.016
H 2.077 0.277 -0.416 0.042 0.059 -0.021
H 2.478 0.579 1.097 -0.005 -0.025 -0.021
H 3.173 -3.158 -0.576 -0.016 -0.017 -0.054
H 2.432 -1.917 -1.550 -0.008 0.043 0.011
H 0.954 -3.862 -0.770 0.092 0.036 -0.024
H -0.911 -2.514 -0.490 -0.020 0.054 0.053
H 0.050 -2.010 -1.678 0.011 -0.117 0.013
H 1.492 -4.346 1.306 -0.050 -0.020 0.021
H -0.039 -3.567 1.563 -0.016 0.014 0.002
N 0.458 3.149 -2.771 -0.017 -0.007 0.031
C -0.080 1.974 -2.417 -0.033 0.027 -0.024
N 0.093 1.709 -1.135 0.076 -0.067 0.058
C 0.774 2.813 -0.611 0.053 -0.047 0.057
C 1.163 3.100 0.698 0.008 -0.008 -0.006
C 1.817 4.294 0.916 0.000 0.006 -0.027
C 2.076 5.192 -0.135 -0.006 -0.001 0.021
C 1.676 4.930 -1.427 -0.011 -0.027 -0.001
C 1.017 3.723 -1.638 0.016 0.026 -0.001
H 0.437 3.545 -3.698 -0.011 -0.007 0.003
H -0.607 1.341 -3.113 0.021 -0.026 -0.001
H 0.926 2.431 1.518 -0.013 0.001 -0.006
H 2.126 4.559 1.918 0.000 0.005 0.004
H 2.586 6.120 0.083 0.009 0.001 0.003
H 1.862 5.630 -2.230 -0.003 0.009 -0.004
C -3.385 1.720 0.015 0.014 0.013 0.018
C -3.293 0.609 -0.969 -0.083 0.028 -0.040
N -2.223 -0.112 -1.272 0.076 -0.019 0.015
C -2.614 -1.012 -2.252 -0.019 -0.038 0.027
C -3.926 -0.830 -2.530 0.031 -0.017 -0.001
N -4.333 0.195 -1.715 0.023 -0.007 -0.006
H -2.456 1.814 0.574 0.001 0.014 -0.019
H -4.190 1.537 0.727 0.001 -0.008 -0.006
H -3.583 2.666 -0.490 0.007 0.010 0.004
H -1.942 -1.735 -2.681 -0.028 0.010 -0.044
H -4.591 -1.334 -3.208 -0.011 -0.003 0.001
H -5.269 0.567 -1.661 0.001 -0.010 0.007
N -4.658 -3.209 0.614 -0.071 0.002 -0.018
C -4.163 -2.312 1.143 0.267 -0.154 -0.156
N -3.593 -1.262 1.721 -0.508 0.379 0.237
C -2.411 -0.915 1.603 0.374 -0.226 -0.056
N -1.281 -0.540 1.540 -0.058 0.083 0.005
```
Positions in Å, forces in eV/Å.